17
Properties=species:S:1:pos:R:3:forces:R:3:nbo_charge:R:1 method="wB97M-V/def2-TZVPD" e_lumo_ha="0.029 / 0.034" de_lowest_ev=5.200 gap_ev="7.84 / 8.33"
O 0.351951 1.083396 1.739520 -0.558 1.177 0.557 -0.354
H -0.587211 0.118949 -1.753790 -0.016 -0.083 0.043 0.163
H 1.518660 2.614376 -0.797044 -0.080 -0.052 0.041 -0.014
H -1.065400 -1.203626 0.941837 0.053 0.121 -0.022 0.209
H 0.870966 2.318900 -0.563725 0.125 0.085 -0.056 -0.005
C -0.700134 0.921926 0.923241 -0.316 -0.368 -0.042 0.002
O -0.919481 -1.924706 -1.504551 -0.058 -0.159 -0.282 -0.725
C 0.967411 -0.647062 0.397963 0.117 -0.042 -0.147 -0.479
H 2.241455 0.426873 2.058227 -0.060 -0.044 -0.094 0.187
H -2.180389 -0.314187 -1.106997 0.116 -0.072 0.031 0.163
C 1.304510 0.220925 1.563524 0.756 -0.846 -0.167 0.104
H -1.229627 -2.013116 -2.413726 0.068 -0.036 0.180 0.471
H 1.435696 -0.234928 -0.515136 -0.059 -0.069 0.075 0.214
H -1.611382 1.351769 1.324111 0.099 -0.028 -0.125 0.179
H 1.277969 -1.688106 0.489991 -0.041 0.120 0.008 0.239
C -0.561374 -0.447254 0.310065 -0.079 -0.088 -0.098 -0.307
C -1.113621 -0.584130 -1.093508 -0.067 0.383 0.100 -0.046



10
Properties=species:S:1:pos:R:3:forces:R:3:nbo_charge:R:1 method="wB97M-V/def2-TZVPD" smiles=OCCO e_lumo_ha=0.022 de_lowest_ev=2.237 gap_ev=10.21
C 0.873949 0.338622 0.039127 1.368 2.698 1.848 -0.093
H -1.042642 0.954905 -1.215070 1.188 -2.214 1.943 0.189
H 0.457216 -1.474167 -0.367439 4.093 1.600 0.788 0.473
C -0.672992 0.360861 -0.211305 -1.042 4.554 -0.014 -0.102
O -1.181712 -0.902142 -0.098900 -0.701 -2.813 1.849 -0.713
H -1.209847 -1.194941 0.889932 0.065 0.963 -2.609 0.491
H 1.101305 0.776799 1.177597 -0.654 -1.318 -2.486 0.130
O 1.447277 -0.907781 -0.168974 -4.725 -2.722 -0.735 -0.723
H 1.462305 1.033727 -0.608801 -0.924 -0.039 0.351 0.178
H -1.234856 1.014121 0.563831 1.333 -0.710 -0.935 0.170